Record 1
A molecular structure, C32H44Br4ClF3LiMgN5NaO17PS in a non-equilibrium geometry. Source: the OMol25 dataset; level of theory: ωB97M-V with the def2-TZVPD basis set.

The geometry in ORCA input format:
```
! wB97M-V def2-TZVPD RIJCOSX def2/J DEFGRID3
* xyz 0 1
C 1.3634 7.0489 -2.7205
C 0.8252 6.0700 -1.6153
C 0.3890 4.6260 -2.1801
Br 1.1937 4.2397 -3.9859
N 0.6413 3.5621 -1.2170
C 1.9354 3.1375 -0.9727
C 3.3379 3.5554 -1.4713
F 3.6804 2.8624 -2.6443
F 3.5579 4.8799 -1.5677
F 4.2711 3.0764 -0.5387
N 1.9518 2.0859 -0.0560
C 0.5798 1.9308 0.2286
N 0.1961 0.9783 1.0613
C 1.2727 0.1154 1.6367
C 2.0279 0.8563 2.8276
C 0.9478 1.6043 3.7221
C 1.7590 2.3334 4.8543
C 2.6877 3.3833 4.4090
C 3.4953 4.0728 5.4275
C 3.3204 3.6450 6.8309
C 2.3820 2.6034 7.2583
C 1.5811 1.9205 6.2382
C -1.1577 0.5947 1.4689
C -1.7272 -0.5750 0.5620
O -2.8849 -0.7893 0.4152
O -0.8068 -1.4582 -0.0793
C -0.7566 -2.7295 0.5788
C 0.5392 -3.2816 1.2766
O -1.6960 -3.4440 0.5970
N -0.2423 2.8410 -0.4363
C -1.6810 3.1129 -0.4409
C -2.5534 2.0461 -1.2258
O -3.7795 1.8307 -0.5258
H 0.6115 7.1236 -3.5574
H 1.4737 8.0911 -2.3101
H 2.3800 6.7591 -3.1000
H -0.1083 6.5061 -1.1515
H 1.5679 5.9819 -0.7805
H -0.6990 4.7552 -2.4375
H 0.8092 -0.7886 2.1256
H 1.9634 -0.3014 0.8572
H 2.7236 1.6302 2.3914
H 2.5753 0.0614 3.3973
H 0.3492 2.3584 3.1414
H 0.2486 0.8386 4.1559
H 2.7690 3.6158 3.3171
H 4.2526 4.9276 5.0707
H 3.9449 4.1419 7.6190
H 2.2857 2.2913 8.3384
H 0.8480 1.1062 6.4680
H -1.8912 1.4160 1.6197
H -1.0486 0.1051 2.4818
H 0.6624 -2.8756 2.3233
H 1.4797 -3.0312 0.7155
H 0.5095 -4.3980 1.3877
H -2.0228 3.2409 0.6284
H -1.9525 4.1059 -0.9018
H -1.9957 1.1096 -1.4944
H -2.8443 2.5228 -2.2150
H -4.2720 1.1283 -0.9948
O -4.6314 -5.0258 2.0307
Cl -3.6509 -5.8417 2.7097
O -4.2185 -6.3518 3.9435
O -2.4798 -5.0405 3.0119
O -3.2704 -6.9474 1.8627
Na 2.5346 0.8787 -3.0914
Br 0.6111 1.4711 -6.7065
C 0.8635 0.1831 -8.1486
C 0.5192 -1.2121 -7.6977
Br 1.9344 -1.9619 -6.5847
H 1.8924 0.2839 -8.4874
H 0.1914 0.5085 -8.9423
H 0.4406 -1.8845 -8.5512
H -0.4000 -1.2622 -7.1179
Br 5.6328 5.2314 4.1525
Mg 4.3834 0.8865 0.2079
C -4.0443 -2.4404 8.3178
C -4.0975 -2.5443 6.9840
C -3.6523 -3.7824 6.2927
O -3.6933 -3.8854 5.0932
C -3.1494 -4.8910 7.1376
C -3.0969 -4.7834 8.4686
C -3.5405 -3.5541 9.1571
O -3.4944 -3.4500 10.3715
H -4.3652 -1.5451 8.8427
H -4.4624 -1.7419 6.3537
H -2.8298 -5.7849 6.6152
H -2.7312 -5.5841 9.0992
C -2.7162 -4.1765 -7.9476
S -1.0736 -4.5453 -8.5889
O -0.6855 -3.4197 -9.4965
C -1.5814 -5.9239 -9.6297
H -2.6435 -3.3092 -7.2917
H -3.3959 -3.9524 -8.7709
H -3.0841 -5.0299 -7.3771
H -2.3319 -5.5909 -10.3478
H -1.9859 -6.7209 -9.0050
H -0.7064 -6.2923 -10.1640
O 3.8762 -0.1034 10.0993
P 3.3960 0.9210 11.1265
O 4.1594 2.2289 10.9261
O 3.6486 0.3705 12.5289
O 1.8987 1.1774 10.9430
C 0.6970 -1.9887 -11.6860
N 1.1811 -1.7251 -13.0681
O 0.8635 -2.5175 -13.9332
O 1.8631 -0.7298 -13.2309
H 0.1072 -2.8988 -11.6872
H 1.5716 -2.0974 -11.0479
H 0.0906 -1.1374 -11.3839
Li -1.6143 -1.6248 8.8974
*
```

Its HOMO-LUMO gap is 2.1 eV.

Atom charges from the Mulliken analysis, given in e for atoms 1 to 8: C -1.2447; C -0.1001; C -0.8869; Br -0.0950; N 0.5409; C -0.8305; C 0.6202; F -0.2343



Record 2
2 unconnected molecules or ions with the total composition C5H10BNO2 in a non-equilibrium geometry. Source: the OMol25 dataset; level of theory: ωB97M-V with the def2-TZVPD basis set.

The geometry in ORCA input format:
```
! wB97M-V def2-TZVPD RIJCOSX def2/J DEFGRID3
* xyz 0 3
B 0.2072 -0.7950 0.4067
C -1.0569 0.8634 -2.7490
C -1.2558 -0.5444 0.8208
C -1.1412 -0.8539 2.3951
C 0.4114 -0.5811 2.6817
C 1.3377 1.0947 -3.4382
N 1.0688 -0.8622 1.4093
O -1.1140 1.9722 -2.3270
O 0.1581 0.2963 -3.1131
H -1.5178 0.4435 0.5622
H -2.0729 -1.1078 0.3624
H -1.7480 -0.1259 2.9434
H -1.4115 -1.8328 2.5905
H 0.6364 0.4794 2.9256
H 0.8147 -1.2995 3.3916
H 1.3922 1.7812 -2.6525
H 1.1214 1.6225 -4.3487
H 2.1368 0.4608 -3.3771
H 2.0335 -1.0114 1.5161
*
```

Its HOMO-LUMO gap (alpha / beta) is 7.5 / 9.0 eV. Its energy above the lowest of the compared OMol25 structures with the same formula, charge and spin is 0.0000 eV. As for the expectation value of S²: 2.01.

Atom charges from the Mulliken analysis, given in e for atoms 1 to 8: B -0.3683; C 0.3634; C -0.7441; C -0.5692; C -0.4277; C -0.6541; N 0.0062; O -0.3518



Record 3
2 unconnected molecules or ions with the total composition C8H8N4O4 in a non-equilibrium geometry. Source: the OMol25 dataset; level of theory: ωB97M-V with the def2-TZVPD basis set.

The geometry in ORCA input format:
```
! wB97M-V def2-TZVPD RIJCOSX def2/J DEFGRID3
* xyz 0 1
O 3.8087 -1.6942 1.0372
C 3.1954 -0.9414 0.3471
C 2.5473 -1.3067 -0.9330
C 1.7815 -0.3713 -1.6037
N 1.6140 0.8815 -1.1660
C 2.2652 1.3554 -0.0889
O 2.2749 2.5734 0.0738
N 2.8548 0.4296 0.7228
H 2.7172 -2.3053 -1.2249
H 1.3873 -0.6587 -2.5168
H 1.3835 1.7167 -1.7216
H 3.4910 0.8419 1.4127
O -2.7857 2.3925 -0.4525
C -2.5697 1.3343 0.0463
C -2.1150 1.0423 1.3296
C -2.1338 -0.2523 1.7193
N -2.2598 -1.3033 0.9353
C -2.7968 -1.1815 -0.3622
O -3.2094 -2.1689 -1.0120
N -2.8327 0.1384 -0.7469
H -1.7206 1.7989 1.9552
H -1.8027 -0.4629 2.7478
H -2.3872 -2.2894 1.3914
H -2.7075 0.4309 -1.8901
*
```

Its HOMO-LUMO gap is 9.7 eV. Its energy above the lowest of the compared OMol25 structures with the same formula, charge and spin is 2.3643 eV. Its SMILES is O=c1cc[nH]c(=O)[nH]1.O=c1cc[nH]c(=O)[nH]1.

Atom charges from the Mulliken analysis, given in e for atoms 1 to 8: O -0.5543; C 0.4268; C -0.5041; C -0.2898; N -0.1135; C 0.3324; O -0.6596; N -0.1100



Record 4
A gas-phase ion, C5H8N3 (charge +1) in a non-equilibrium geometry. Source: the OMol25 dataset; level of theory: ωB97M-V with the def2-TZVPD basis set.

The geometry in ORCA input format:
```
! wB97M-V def2-TZVPD RIJCOSX def2/J DEFGRID3
* xyz 1 1
C -1.4820 1.7528 0.3062
N -0.4112 0.9416 -0.2198
N 0.7466 1.3923 -0.1806
C 1.8479 0.7373 -0.3402
C 1.9638 -0.5630 0.0689
C 0.9615 -1.4418 0.3310
C -0.3762 -1.2149 0.0189
N -1.4053 -1.8635 -0.4579
H -1.1625 2.7829 0.0524
H -2.3902 1.4607 -0.2731
H -1.4121 1.8449 1.4115
H 2.6591 1.4679 -0.4910
H 3.0248 -0.9354 0.2463
H 1.0983 -2.3449 0.9334
H -1.4091 -2.7585 -0.8575
H -2.2534 -1.2582 -0.5484
*
```

Its HOMO-LUMO gap is 8.9 eV. Its energy above the lowest of the compared OMol25 structures with the same formula, charge and spin is 4.4086 eV. Its SMILES is C/N=N/C=C\C=C=[NH2+].

Atom charges from the Mulliken analysis, given in e for atoms 1 to 8: C -0.7459; N 0.2032; N -0.4270; C -0.4254; C -0.0587; C -0.3629; C 0.5785; N -0.3061



Record 5
C21H27N3O5S in the gas phase. Source: the OMol25 dataset; level of theory: ωB97M-V with the def2-TZVPD basis set.

The geometry in ORCA input format:
```
! wB97M-V def2-TZVPD RIJCOSX def2/J DEFGRID3
* xyz 0 1
C 1.4415 3.4382 3.6106
O 1.9868 2.1579 3.3401
C 1.5032 1.1480 4.0955
O 0.6709 1.3403 4.9546
C 2.1125 -0.1300 3.7330
C 1.8310 -1.2998 4.3562
C 0.8771 -1.4977 5.4837
N 2.4640 -2.4520 3.9524
C 3.5021 -2.4858 3.0648
S 4.2845 -3.9021 2.7581
N 3.8685 -1.3161 2.5242
C 3.0553 -0.1097 2.5448
C 2.2617 0.0264 1.2596
C 2.4247 1.1177 0.4254
C 1.6755 1.2374 -0.7329
C 0.7551 0.2621 -1.0895
O -0.0607 0.3339 -2.1805
C 0.0149 1.4592 -3.0287
C -1.0284 1.2828 -4.1399
O -0.6771 1.2458 -5.3042
N -2.3145 1.1968 -3.7599
C -2.8374 1.2209 -2.4127
C -3.4170 -0.1459 -2.0445
C -4.4874 -0.5474 -3.0555
C -3.9112 -0.5027 -4.4686
C -3.3252 0.8798 -4.7510
C 0.6154 -0.8755 -0.2693
O -0.2803 -1.8821 -0.5259
C -0.1773 -2.5249 -1.7838
C 1.3607 -0.9655 0.8941
H 0.3635 3.4361 3.4372
H 1.9364 4.1277 2.9315
H 1.6275 3.7211 4.6490
H 1.3962 -1.9340 6.3364
H 0.0884 -2.1845 5.1778
H 0.4325 -0.5531 5.7755
H 2.2466 -3.3243 4.4143
H 4.5949 -1.3625 1.8250
H 3.7349 0.7464 2.6324
H 3.1279 1.8941 0.6844
H 1.8118 2.1068 -1.3562
H 0.9961 1.5197 -3.5147
H -0.1715 2.3918 -2.4775
H -2.0667 1.5009 -1.6991
H -3.6334 1.9763 -2.3770
H -3.8380 -0.0997 -1.0393
H -2.6116 -0.8806 -2.0403
H -4.8564 -1.5495 -2.8316
H -5.3311 0.1441 -2.9860
H -4.6843 -0.7266 -5.2046
H -3.1200 -1.2486 -4.5663
H -2.8505 0.9131 -5.7325
H -4.1132 1.6397 -4.7056
H -0.3346 -1.8348 -2.6151
H 0.8020 -3.0021 -1.8944
H -0.9528 -3.2891 -1.7856
H 1.2162 -1.8382 1.5119
*
```

Its HOMO-LUMO gap is 8.6 eV. Its energy above the lowest of the compared OMol25 structures with the same formula, charge and spin is 0.9846 eV. Its SMILES is COC(=O)C1=C(C)NC(=S)N[C@H]1c1ccc(OCC(=O)N2CCCCC2)c(OC)c1.

Atom charges from the Mulliken analysis, given in e for atoms 1 to 8: C -0.7481; O -0.2278; C 0.4914; O -0.6731; C -0.2331; C 0.6611; C -1.7089; N -0.0449



Record 6
C4H12N2S in the gas phase in a non-equilibrium geometry. Source: the OMol25 dataset; level of theory: ωB97M-V with the def2-TZVPD basis set.

The geometry in ORCA input format:
```
! wB97M-V def2-TZVPD RIJCOSX def2/J DEFGRID3
* xyz 0 1
C 0.7252 -1.3265 -0.0366
C -0.0298 -0.1715 -0.6890
C 0.7534 0.4305 -1.8528
S 0.9376 -0.7309 -3.2423
N -0.3603 0.9203 0.2135
C -1.3527 0.6413 1.2176
N -0.8294 0.9579 2.5669
H 1.8040 -1.1990 -0.1035
H 0.4326 -1.4152 1.0119
H 0.4642 -2.2752 -0.4925
H -0.9534 -0.5162 -1.1229
H 0.2693 1.3241 -2.2222
H 1.7574 0.6871 -1.5188
H 2.1325 -1.2596 -2.9595
H 0.4476 1.2295 0.7382
H -2.2562 1.2369 1.0770
H -1.7210 -0.3925 1.2213
H -1.3801 1.6886 2.9943
H -0.8408 0.1704 3.1994
*
```

Its HOMO-LUMO gap is 9.7 eV. Its energy above the lowest of the compared OMol25 structures with the same formula, charge and spin is 0.3391 eV. Its SMILES is C[C@H](CS)NCN.

Atom charges from the Mulliken analysis, given in e for atoms 1 to 8: C -1.2259; C 0.2627; C -1.0187; S -0.2227; N -0.3685; C -0.4732; N -0.6015; H 0.3188



Record 7
4 unconnected molecules or ions with the total composition C3H15N2O3 in a non-equilibrium geometry. Source: the OMol25 dataset; level of theory: ωB97M-V with the def2-TZVPD basis set.

The geometry in ORCA input format:
```
! wB97M-V def2-TZVPD RIJCOSX def2/J DEFGRID3
* xyz 2 2
N -0.4929 -1.9010 0.7726
C 0.4232 1.3494 1.1604
C -0.6237 2.4103 0.7461
O -1.6005 1.8787 -0.2354
C 1.7397 1.2188 0.4376
N 1.9496 -0.0120 -0.3977
H -1.4752 -2.1145 1.0303
H -0.3915 -0.9028 0.7580
H 0.1472 -2.3428 1.4312
H 0.5323 1.3056 2.2824
H -1.3514 2.6378 1.5450
H -0.2427 3.3622 0.4393
H -2.5015 2.0580 0.0318
H 2.6443 1.3431 0.9475
H 1.8551 2.0229 -0.3228
H 2.1858 -0.7775 0.2371
H 0.9992 -0.2457 -0.7885
H 0.2347 -4.3390 -1.7309
H 0.0856 -3.1384 -0.5906
O 0.6575 -3.4849 -1.3699
H -1.5016 0.5950 -1.6875
H -1.9525 -0.6035 -2.6978
O -1.3208 -0.3197 -1.9984
*
```

Its HOMO-LUMO gap (alpha / beta) is 4.0 / 5.4 eV. Its energy above the lowest of the compared OMol25 structures with the same formula, charge and spin is 7.4165 eV. As for the expectation value of S²: 1.74.

Atom charges from the Mulliken analysis, given in e for atoms 1 to 8: N -0.5846; C -0.4998; C -0.4703; O -0.5365; C -0.3467; N -0.0711; H 0.3250; H 0.0839



What did the fifth record say?
C21H27N3O5S in the gas phase. Source: the OMol25 dataset; level of theory: ωB97M-V with the def2-TZVPD basis set.

The geometry in ORCA input format:
```
! wB97M-V def2-TZVPD RIJCOSX def2/J DEFGRID3
* xyz 0 1
C 1.4415 3.4382 3.6106
O 1.9868 2.1579 3.3401
C 1.5032 1.1480 4.0955
O 0.6709 1.3403 4.9546
C 2.1125 -0.1300 3.7330
C 1.8310 -1.2998 4.3562
C 0.8771 -1.4977 5.4837
N 2.4640 -2.4520 3.9524
C 3.5021 -2.4858 3.0648
S 4.2845 -3.9021 2.7581
N 3.8685 -1.3161 2.5242
C 3.0553 -0.1097 2.5448
C 2.2617 0.0264 1.2596
C 2.4247 1.1177 0.4254
C 1.6755 1.2374 -0.7329
C 0.7551 0.2621 -1.0895
O -0.0607 0.3339 -2.1805
C 0.0149 1.4592 -3.0287
C -1.0284 1.2828 -4.1399
O -0.6771 1.2458 -5.3042
N -2.3145 1.1968 -3.7599
C -2.8374 1.2209 -2.4127
C -3.4170 -0.1459 -2.0445
C -4.4874 -0.5474 -3.0555
C -3.9112 -0.5027 -4.4686
C -3.3252 0.8798 -4.7510
C 0.6154 -0.8755 -0.2693
O -0.2803 -1.8821 -0.5259
C -0.1773 -2.5249 -1.7838
C 1.3607 -0.9655 0.8941
H 0.3635 3.4361 3.4372
H 1.9364 4.1277 2.9315
H 1.6275 3.7211 4.6490
H 1.3962 -1.9340 6.3364
H 0.0884 -2.1845 5.1778
H 0.4325 -0.5531 5.7755
H 2.2466 -3.3243 4.4143
H 4.5949 -1.3625 1.8250
H 3.7349 0.7464 2.6324
H 3.1279 1.8941 0.6844
H 1.8118 2.1068 -1.3562
H 0.9961 1.5197 -3.5147
H -0.1715 2.3918 -2.4775
H -2.0667 1.5009 -1.6991
H -3.6334 1.9763 -2.3770
H -3.8380 -0.0997 -1.0393
H -2.6116 -0.8806 -2.0403
H -4.8564 -1.5495 -2.8316
H -5.3311 0.1441 -2.9860
H -4.6843 -0.7266 -5.2046
H -3.1200 -1.2486 -4.5663
H -2.8505 0.9131 -5.7325
H -4.1132 1.6397 -4.7056
H -0.3346 -1.8348 -2.6151
H 0.8020 -3.0021 -1.8944
H -0.9528 -3.2891 -1.7856
H 1.2162 -1.8382 1.5119
*
```

Its HOMO-LUMO gap is 8.6 eV. Its energy above the lowest of the compared OMol25 structures with the same formula, charge and spin is 0.9846 eV. Its SMILES is COC(=O)C1=C(C)NC(=S)N[C@H]1c1ccc(OCC(=O)N2CCCCC2)c(OC)c1.

Atom charges from the Mulliken analysis, given in e for atoms 1 to 8: C -0.7481; O -0.2278; C 0.4914; O -0.6731; C -0.2331; C 0.6611; C -1.7089; N -0.0449